Below is C34H47O16S3V2 as an isolated structure, with properties calculated with the ωB97M-V functional and the def2-TZVPD basis.

Computed properties:
- total charge = +1
- HOMO energy (eV) = -10.45
- frontier orbital gap (Eh) = 0.1122
- LUMO (eV) = -7.39

```
102
Properties=species:S:1:pos:R:3:mulliken_charge:R:1
O -5.37225 -3.10422 -1.57226 -0.463
V -5.46920 -1.86206 -2.60113 1.701
O -5.97698 -0.57906 -1.72982 -0.456
O 0.74178 -1.93962 -6.00388 -0.475
V -0.62666 -1.26148 -6.29653 1.678
O -0.37544 0.24552 -6.81895 -0.500
C -0.24068 -1.37908 -1.11612 -1.182
C -1.01202 -0.28342 -1.86636 0.597
C -0.00124 0.84013 -2.07528 -1.162
O -1.83433 -0.78428 -2.92251 -0.687
H -0.90524 -2.01356 -0.52971 0.306
H 0.47958 -0.97040 -0.40741 0.313
H 0.27572 -2.12876 -1.71562 0.291
H -1.62452 0.03537 -1.02296 0.080
H -0.47955 1.65033 -2.62563 0.289
H 0.81092 0.36760 -2.62773 0.296
H 0.51136 1.10600 -1.15079 0.374
C -1.52357 -6.27529 3.13940 -0.293
C -1.85369 -4.94126 3.77620 -0.210
O -3.22581 -4.89651 3.99447 -0.342
S -4.08410 -6.27774 3.49921 1.050
O -5.32899 -5.90241 2.86418 -0.497
O -4.27201 -7.18127 4.60618 -0.493
O -2.72697 -6.64972 2.51621 -0.299
H -1.26361 -6.94410 3.95990 0.260
H -0.72508 -6.29023 2.39758 0.321
H -1.65048 -4.18353 3.01946 0.198
H -1.25413 -4.69211 4.65171 0.303
C -1.58220 -7.94487 -3.04685 -0.299
C -0.90040 -8.58384 -4.25714 -0.241
O 0.20163 -9.21828 -3.68314 -0.380
S 0.04612 -9.66700 -2.02292 1.081
O 1.20807 -9.12213 -1.34350 -0.498
O -0.29471 -11.04783 -1.71037 -0.493
O -1.27684 -8.78423 -1.91484 -0.290
H -2.66157 -7.86931 -3.17859 0.287
H -1.13936 -6.96583 -2.86391 0.274
H -0.56637 -7.84291 -4.98346 0.266
H -1.60420 -9.23280 -4.77832 0.290
O 7.78276 -4.41636 -2.70139 -0.571
S 7.19638 -3.59689 -1.60808 1.044
O 7.80453 -3.43709 -0.26085 -0.580
O 6.83705 -2.13757 -2.30942 -0.279
C 7.20099 -1.02440 -1.45472 -0.148
C 6.26338 0.00690 -1.93582 -1.215
C 5.40768 -4.15230 -1.26895 -0.841
H 8.23597 -0.82594 -1.73316 0.305
H 7.26175 -1.08073 -0.36787 0.364
H 6.51241 1.02770 -1.64591 0.397
H 5.24560 -0.16886 -1.58750 0.266
H 6.15855 0.17514 -3.00764 0.317
H 4.90618 -3.32591 -0.76529 0.275
H 5.38469 -5.05564 -0.65939 0.356
H 5.02740 -4.19503 -2.28956 0.309
C 2.13652 0.28169 4.17706 -0.261
C 3.34517 -0.20157 3.83263 -0.388
C 4.20528 -0.80380 4.78718 -0.278
C 3.83944 -1.03988 6.10487 -0.563
C 2.60439 -0.45851 6.43571 -0.199
C 1.75913 0.19895 5.54208 -0.489
H 1.49411 0.66191 3.39658 0.398
H 3.64220 -0.11450 2.79794 0.387
H 5.18852 -1.16923 4.53009 0.326
H 4.50043 -1.46702 6.84449 0.389
H 2.25522 -0.63776 7.44187 0.315
H 0.82970 0.56248 5.95486 0.362
C 2.35747 6.04773 -0.37701 -0.433
C 2.11925 6.49856 0.93679 -0.243
C 2.96136 7.45747 1.54982 -0.541
C 3.93206 8.10144 0.80443 -0.143
C 4.23248 7.69864 -0.49996 -0.510
C 3.45481 6.62984 -1.07276 -0.253
H 1.67618 5.37063 -0.87073 0.411
H 1.28318 6.02315 1.42809 0.368
H 2.77253 7.93372 2.50057 0.323
H 4.54905 8.83530 1.30159 0.343
H 5.11311 8.10074 -0.97870 0.351
H 3.53084 6.29166 -2.09562 0.326
C -3.86594 3.36332 2.31819 -0.230
C -3.23726 3.70492 3.51242 -0.500
C -3.84420 4.63482 4.42012 -0.298
C -5.05232 5.23659 4.05297 -0.421
C -5.74303 4.72672 2.94915 -0.355
C -5.15298 3.75921 2.08767 -0.356
H -3.49954 2.66989 1.57569 0.387
H -2.24962 3.37566 3.79976 0.363
H -3.40843 5.02747 5.32693 0.356
H -5.48419 5.98582 4.69993 0.366
H -6.70349 5.10692 2.63394 0.330
H -5.62635 3.28047 1.24320 0.359
C -3.71345 5.81054 -3.95108 -0.403
C -4.85765 5.20374 -4.44707 -0.261
C -6.13297 5.48789 -3.95977 -0.344
C -6.25820 6.45118 -2.97267 -0.253
C -5.09034 7.09462 -2.42937 -0.498
C -3.78769 6.67204 -2.86423 -0.366
H -2.72263 5.56708 -4.30524 0.345
H -4.66760 4.37603 -5.11429 0.296
H -6.99181 4.90931 -4.26638 0.359
H -7.27963 6.65474 -2.68696 0.358
H -5.17646 7.76453 -1.58664 0.361
H -2.88497 7.11604 -2.47135 0.408
```